Here is a 3-piece molecular cluster, C39H64BF11N3O13P2S3 overall from the OMol25 dataset. Energies are from ωB97M-V with the def2-TZVPD basis set.

Bonds (Å) are listed after each position.
Cartesian coordinates (Å):
1 C 0.4202 -5.0947 1.8940  C2 1.598, H51 1.149, H52 1.156, H53 1.145
2 C 1.6017 -4.0779 2.2457  C1 1.598, N3 1.336, C4 1.592
3 N 2.8413 -4.5741 2.2147  C2 1.336, H54 1.039
4 C 1.4653 -2.5522 2.6776  C2 1.592, C5 1.598, H55 1.145, H56 1.153
5 C 1.0900 -1.5048 1.5300  C4 1.598, C6 1.613, O18 1.474, C42 1.612
6 C -0.4510 -1.1769 1.1832  C5 1.613, C7 1.602, H57 1.157, H58 1.157
7 C -1.4524 -2.4250 1.2503  C6 1.602, C8 1.631, H59 1.140, H60 1.151
8 C -2.9614 -1.8204 1.1239  C7 1.631, S9 1.871, H61 1.145, H62 1.146
9 S -3.5405 -1.7092 -0.6514  C8 1.871, C10 1.879
10 C -5.3232 -2.3031 -0.6825  S9 1.879, S11 1.692, N12 1.465
11 S -5.5444 -3.9562 -0.3981  C10 1.692
12 N -6.4177 -1.3675 -0.9534  C10 1.465, C13 1.499, C17 1.493
13 C -6.3373 -0.1563 -0.0731  N12 1.499, C14 1.633, H63 1.151, H64 1.147
14 C -7.4741 0.9467 -0.4706  C13 1.633, O15 1.456, H65 1.153, H66 1.148
15 O -8.4966 0.3666 -1.3300  C14 1.456, C16 1.445
16 C -8.9382 -0.8462 -0.6798  O15 1.445, C17 1.627, H67 1.155, H68 1.141
17 C -7.7565 -1.9643 -0.6721  N12 1.493, C16 1.627, H69 1.156, H70 1.147
18 O 1.4988 -0.2351 2.1565  C5 1.474, B19 1.497
19 B 2.6217 0.4661 1.4573  O18 1.497, C20 1.650, N34 1.532, O41 1.491
20 C 2.3847 2.0696 1.1513  B19 1.650, C21 1.600, H71 1.142, H72 1.158
21 C 0.9736 2.5895 1.6970  C20 1.600, C22 1.600, H73 1.153, H74 1.157
22 C 0.6048 4.0909 1.2839  C21 1.600, F23 1.445, F24 1.453, C25 1.594
23 F -0.4376 4.6607 2.1065  C22 1.445
24 F 1.7750 4.8683 1.6532  C22 1.453
25 C 0.4121 4.3615 -0.2754  C22 1.594, F26 1.437, F27 1.442, S28 1.863
26 F 1.6296 4.2726 -1.0333  C25 1.437
27 F 0.0268 5.7452 -0.3978  C25 1.442
28 S -0.8726 3.3579 -1.1780  C25 1.863, F29 1.659, F30 1.661, F31 1.693, F32 1.692, F33 1.674
29 F -1.7197 2.9389 0.1860  S28 1.659
30 F 0.0357 1.9673 -1.2042  S28 1.661
31 F -0.1408 3.7927 -2.6415  S28 1.693
32 F -1.8372 4.7377 -1.3464  S28 1.692
33 F -2.0317 2.5476 -2.0739  S28 1.674
34 N 3.8235 0.0158 2.2943  B19 1.532, C35 1.456, C38 1.456
35 C 3.7729 0.4597 3.6797  N34 1.456, O36 1.237, F37 1.445
36 O 3.4610 1.5787 4.1037  C35 1.237
37 F 4.1596 -0.5249 4.6634  C35 1.445
38 C 5.1114 0.2500 1.6560  N34 1.456, O39 1.237, F40 1.445
39 O 5.4505 1.2201 0.9668  C38 1.237
40 F 6.1209 -0.7543 1.9041  C38 1.445
41 O 2.4677 -0.1144 0.0924  B19 1.491, C42 1.472
42 C 1.8729 -1.4604 0.1216  C5 1.612, O41 1.472, C43 1.601, H75 1.144
43 C 3.1507 -2.3833 -0.1607  C42 1.601, C44 1.620, H76 1.155, H77 1.157
44 C 3.7009 -2.1893 -1.6719  C43 1.620, C45 1.558, C49 1.574
45 C 4.4465 -0.9103 -2.1560  C44 1.558, C46 1.559, H78 1.146
46 C 4.9371 -0.7007 -3.6205  C45 1.559, C47 1.553, H79 1.147
47 C 4.7133 -1.7979 -4.6964  C46 1.553, C48 1.547, H80 1.138
48 C 4.0062 -3.0966 -4.2433  C47 1.547, C49 1.573, H81 1.148
49 C 3.5114 -3.3053 -2.7651  C44 1.574, C48 1.573, C50 1.606
50 C 2.8097 -4.7200 -2.4728  C49 1.606, H82 1.158, H83 1.147, H84 1.152
51 H 0.0394 -4.9909 0.8153  C1 1.149
52 H -0.4721 -4.8137 2.5739  C1 1.156
53 H 0.7103 -6.1668 2.1719  C1 1.145
54 H 2.7428 -5.5647 1.9160  N3 1.039
55 H 2.4664 -2.2236 3.1266  C4 1.145
56 H 0.6438 -2.4855 3.4845  C4 1.153
57 H -0.7914 -0.3209 1.8827  C6 1.157
58 H -0.5328 -0.7414 0.1139  C6 1.157
59 H -1.3725 -2.8876 2.2895  C7 1.140
60 H -1.2443 -3.1982 0.4239  C7 1.151
61 H -3.6799 -2.5358 1.6559  C8 1.145
62 H -2.9287 -0.7736 1.5884  C8 1.146
63 H -5.3292 0.3937 -0.1499  C13 1.151
64 H -6.5586 -0.4508 1.0133  C13 1.147
65 H -6.9834 1.7794 -1.0989  C14 1.153
66 H -7.9126 1.4659 0.4550  C14 1.148
67 H -9.1314 -0.5967 0.4316  C16 1.155
68 H -9.9056 -1.2626 -1.1194  C16 1.141
69 H -7.9947 -2.6963 -1.5347  C17 1.156
70 H -7.8270 -2.4908 0.3443  C17 1.147
71 H 2.5530 2.2117 0.0303  C20 1.142
72 H 3.2171 2.6386 1.7213  C20 1.158
73 H 0.1350 1.8308 1.4732  C21 1.153
74 H 1.0559 2.5981 2.8514  C21 1.157
75 H 1.2862 -1.4589 -0.8609  C42 1.144
76 H 4.0125 -2.1888 0.5838  C43 1.155
77 H 2.8167 -3.4908 -0.1272  C43 1.157
78 H 4.6367 -0.0393 -1.4364  C45 1.146
79 H 5.4552 0.2584 -3.9760  C46 1.147
80 H 5.0098 -1.7096 -5.7914  C47 1.138
81 H 3.8401 -3.9303 -5.0147  C48 1.148
82 H 3.3810 -5.2309 -1.6052  C50 1.158
83 H 1.6979 -4.6202 -2.2100  C50 1.147
84 H 2.9458 -5.4187 -3.3787  C50 1.152
85 O -4.9465 -1.7770 4.6343  P86 1.535
86 P -4.6421 -2.7496 5.7821  O85 1.535, O87 1.663, O90 1.665, O93 1.709
87 O -6.0842 -2.4797 6.5659  P86 1.663, C88 1.424
88 C -7.2928 -2.7632 5.8685  O87 1.424, C89 1.519, H96 1.093, H97 1.093
89 C -7.5549 -4.2554 5.7651  C88 1.519, H98 1.093, H99 1.093, H100 1.092
90 O -3.6575 -1.6755 6.5872  P86 1.665, C91 1.431
91 C -2.8317 -0.7997 5.8126  O90 1.431, C92 1.521, H101 1.093, H102 1.093
92 C -3.4774 0.5713 5.6884  C91 1.521, H103 1.092, H104 1.092, H105 1.091
93 O -4.2373 -3.8849 6.9936  P86 1.709, C94 1.429
94 C -4.4704 -3.6208 8.3787  O93 1.429, C95 1.521, H106 1.090, H107 1.091
95 C -5.7022 -4.3592 8.8810  C94 1.521, H108 1.089, H109 1.094, H110 1.093
96 H -7.2764 -2.3128 4.8729  C88 1.093
97 H -8.1067 -2.2849 6.4193  C88 1.093
98 H -6.6736 -4.7952 5.4085  C89 1.093
99 H -8.3894 -4.4510 5.0861  C89 1.093
100 H -7.8172 -4.6746 6.7392  C89 1.092
101 H -2.6287 -1.2308 4.8290  C91 1.093
102 H -1.8676 -0.7085 6.3199  C91 1.093
103 H -4.5500 0.5113 5.4945  C92 1.092
104 H -3.0098 1.1501 4.8890  C92 1.092
105 H -3.3650 1.1194 6.6248  C92 1.091
106 H -4.5553 -2.5549 8.5895  C94 1.090
107 H -3.5984 -3.9955 8.9169  C94 1.091
108 H -6.6198 -3.9052 8.5094  C95 1.089
109 H -5.7524 -4.3234 9.9736  C95 1.094
110 H -5.6972 -5.4026 8.5560  C95 1.093
111 O 4.6132 3.1935 -5.9451  P112 1.534
112 P 4.8702 4.0632 -7.1827  O111 1.534, O113 1.663, O116 1.665, O119 1.710
113 O 6.3484 4.6214 -6.6634  P112 1.663, C114 1.424
114 C 7.3709 3.6680 -6.3922  O113 1.424, C115 1.519, H122 1.093, H123 1.093
115 C 7.9646 3.0909 -7.6653  C114 1.519, H124 1.093, H125 1.093, H126 1.093
116 O 3.8752 5.3027 -6.6867  P112 1.665, C117 1.431
117 C 2.6853 4.9700 -5.9643  O116 1.431, C118 1.520, H127 1.093, H128 1.094
118 C 2.9033 5.1408 -4.4695  C117 1.520, H129 1.091, H130 1.092, H131 1.091
119 O 5.0790 4.9299 -8.6420  P112 1.710, C120 1.429
120 C 5.5775 6.2686 -8.6551  O119 1.429, C121 1.521, H132 1.090, H133 1.091
121 C 7.0401 6.3081 -9.0725  C120 1.521, H134 1.089, H135 1.094, H136 1.093
122 H 6.9888 2.8658 -5.7562  C114 1.093
123 H 8.1507 4.1797 -5.8226  C114 1.093
124 H 7.1865 2.7560 -8.3565  C115 1.093
125 H 8.6200 2.2471 -7.4331  C115 1.093
126 H 8.5630 3.8384 -8.1914  C115 1.093
127 H 2.3617 3.9537 -6.2021  C117 1.093
128 H 1.8882 5.6394 -6.2997  C117 1.094
129 H 3.8711 4.7571 -4.1418  C118 1.091
130 H 2.1179 4.6372 -3.9020  C118 1.092
131 H 2.8911 6.2009 -4.2123  C118 1.091
132 H 5.4430 6.7711 -7.6975  C120 1.090
133 H 4.9905 6.8111 -9.3981  C120 1.091
134 H 7.6916 5.9381 -8.2820  C121 1.089
135 H 7.3519 7.3358 -9.2831  C121 1.094
136 H 7.2151 5.6914 -9.9576  C121 1.093

The total energy is -154211.09223 eV. The HOMO-LUMO gap is 0.1936 hartree. As for the spin multiplicity: 1. As for the net charge: -1.